{"formula": "C2H7NO3", "method": "ωB97M-V/def2-TZVPD", "symbols": ["O", "O", "O", "N", "C", "C", "H", "H", "H", "H", "H", "H", "H"], "xyz": [[1.68472, -0.06289, -0.45431], [0.25241, -1.63809, -0.11346], [-0.79573, 1.51447, 0.11552], [0.87779, -0.54353, 0.30451], [0.54843, -2.17016, -1.39889], [-1.03926, 1.89173, 1.45424], [-0.01484, 1.98666, -0.19579], [-0.23547, -2.89028, -1.61186], [-1.35802, 2.93645, 1.52923], [-1.84748, 1.25289, 1.81166], [0.55436, -1.36200, -2.13754], [-0.15937, 1.73348, 2.08592], [1.53245, -2.64872, -1.38923]], "nbo_charge": [-0.37, -0.33, -0.72, 0.39, -0.31, -0.25, 0.47, 0.21, 0.16, 0.18, 0.21, 0.17, 0.20], "orbital_gap_ha": 0.3990, "e_tot_ev": -9816.5269, "smiles": "CON=O.CO", "homo_energy_ev": -10.10, "max_force_ev_per_a": 2.0, "e_above_lowest_ev": 4.434}